Computed, not measured: a 2-piece molecular cluster, C3H10OS2 overall, with ωB97M-V with the def2-TZVPD basis set.

Properties
- HOMO level: -9.0 eV
- Net charge: 0
- Spin multiplicity: 1
- Lowest unoccupied orbital energy: 0.705 eV

Last column: natural (NBO) charge in e.
Atoms and positions in Å:
C: 0.1337 2.0056 1.6235  -0.77
S: 1.6851 1.1950 2.0538  0.09
S: 1.1512 -0.5061 3.0487  -0.13
H: -0.1585 2.6568 2.4490  0.21
H: -0.6593 1.2753 1.4820  0.26
H: 0.2411 2.6059 0.7246  0.22
H: 1.1015 -1.4217 2.0727  0.12
C: -0.2413 -1.1063 -0.8707  -0.06
O: -1.2932 -0.3658 -0.2466  -0.74
C: -0.1504 -0.9430 -2.3668  -0.64
H: 0.6744 -0.7770 -0.3715  0.16
H: -0.4227 -2.1330 -0.5569  0.17
H: -1.7404 0.2358 -0.8415  0.47
H: 0.0629 0.0977 -2.6143  0.21
H: 0.6857 -1.5306 -2.7475  0.22
H: -1.0697 -1.2886 -2.8384  0.21

***

Computed, not measured: a 2-piece molecular cluster, C3H10OS2 overall, with ωB97M-V with the def2-TZVPD basis set.

Properties
- HOMO level: -8.6 eV
- Net charge: 0
- Spin multiplicity: 1
- Lowest unoccupied orbital energy: 0.010 eV

Last column: natural (NBO) charge in e.
Atoms and positions in Å:
C: 2.3393 -1.8402 1.4107  -0.80
S: 0.7277 -1.2075 1.3611  0.12
S: -0.2094 -3.1587 1.3886  -0.12
H: 2.4875 -2.4776 2.2545  0.22
H: 2.3168 -2.6169 0.6113  0.23
H: 3.1857 -1.2512 1.2792  0.24
H: -1.1873 -2.7830 0.7583  0.10
C: -1.2153 1.2602 -1.5280  -0.07
O: -0.6559 2.2425 -2.3775  -0.72
C: -1.3120 1.9458 -0.1461  -0.65
H: -0.5908 0.3773 -1.6467  0.17
H: -2.2254 0.8784 -1.8298  0.17
H: 0.2851 2.2541 -2.2535  0.46
H: -0.6199 1.5159 0.5358  0.21
H: -2.2781 1.8657 0.4449  0.21
H: -1.0480 2.9952 -0.2629  0.23

***

Computed, not measured: one molecule with the formula C3H10OSi2, with ωB97M-V with the def2-TZVPD basis set.

Properties
- HOMO level: -8.7 eV
- Net charge: 0
- Spin multiplicity: 1
- Lowest unoccupied orbital energy: 0.569 eV

Last column: natural (NBO) charge in e.
Atoms and positions in Å:
C: -0.7608 1.5004 2.2990  -0.43
C: -1.4768 0.9286 1.3542  -0.16
C: -0.9430 0.5525 -0.0331  -0.92
O: 1.8917 -0.0097 0.1259  -1.12
Si: 0.8211 -1.5559 -2.5351  0.30
Si: 0.4486 -0.7791 -0.0157  1.34
H: -1.3065 1.9105 3.0918  0.20
H: 0.3256 1.5815 2.3425  0.19
H: -2.5934 0.8423 1.3724  0.20
H: -0.4441 1.3899 -0.4315  0.25
H: -1.8279 0.3721 -0.6872  0.24
H: 2.2326 0.4311 0.8855  0.51
H: 2.2847 -1.4654 -2.0618  -0.13
H: 0.5134 -1.0578 -3.8932  -0.12
H: 0.4435 -2.8991 -2.9175  -0.16
H: 0.3914 -1.7419 1.1038  -0.19

***

Computed, not measured: a 2-piece molecular cluster, C3H10S overall, with ωB97M-V with the def2-TZVPD basis set.

Properties
- HOMO level: -9.1 eV
- Net charge: 0
- Spin multiplicity: 1
- Lowest unoccupied orbital energy: 0.930 eV

Last column: natural (NBO) charge in e.
Atoms and positions in Å:
C: 2.8565 -0.4369 -0.7163  -0.85
H: 3.3278 -1.4185 -0.7490  0.21
H: 2.2782 -0.3696 0.2017  0.21
H: 3.6823 0.2672 -0.6179  0.21
H: 2.2983 -0.2347 -1.6154  0.22
C: -1.2305 -0.5337 0.8665  -0.65
C: -2.1766 0.6143 0.5197  -0.50
S: -2.0549 1.1885 -1.2360  -0.06
H: -1.7442 -1.4602 1.1254  0.21
H: -0.6755 -0.7634 -0.0510  0.22
H: -0.4376 -0.4200 1.6042  0.22
H: -2.0420 1.4661 1.1809  0.22
H: -3.2197 0.3180 0.5866  0.22
H: -0.8621 1.7827 -1.0993  0.12

***

Computed, not measured: a 2-piece molecular cluster, C3H10S2 overall, with ωB97M-V with the def2-TZVPD basis set.

Properties
- HOMO level: -8.7 eV
- Net charge: 0
- Spin multiplicity: 1
- Lowest unoccupied orbital energy: 0.857 eV

Last column: natural (NBO) charge in e.
Atoms and positions in Å:
C: 1.6248 0.0274 -2.3857  -0.71
S: 2.0266 -1.1028 -0.9393  -0.08
H: 1.3934 1.1042 -2.0702  0.22
H: 2.4568 -0.1082 -3.0027  0.22
H: 0.6851 -0.4730 -2.9483  0.22
H: 0.9073 -1.1385 -0.3085  0.12
C: -1.3118 0.4204 -0.0562  -0.74
S: -1.2032 -1.0290 1.1219  0.16
C: -0.6701 -0.0852 2.5828  -0.75
H: -0.4972 1.1075 0.2798  0.22
H: -2.3027 0.8787 0.1984  0.22
H: -1.3888 0.1200 -1.1017  0.23
H: -0.4386 -0.7780 3.4563  0.24
H: 0.2439 0.4313 2.2803  0.22
H: -1.5254 0.6252 2.8932  0.22

***

Computed, not measured: a 2-piece molecular cluster, C3H10S3 overall, with ωB97M-V with the def2-TZVPD basis set.

Properties
- HOMO level (spin up / spin down): 0.1 / -3.6 eV
- Net charge: -1
- Spin multiplicity: 2
- Lowest unoccupied orbital energy (spin up / spin down): 2.900 / 2.883 eV
- Expectation value of S²: 0.75

Last column: Löwdin spin population.
Atoms and positions in Å:
C: -0.1644 0.8824 1.6572  0.05
S: -0.3096 2.6997 1.9260  0.40
S: 0.0970 3.5259 -0.0536  0.47
H: -1.1733 0.6380 1.3119  0.00
H: 0.0192 0.1411 2.4365  0.01
H: 0.4721 0.7626 0.7793  0.00
H: 1.3878 3.9204 0.0480  0.04
C: -1.1352 -1.3927 -0.8223  0.00
C: 0.3662 -1.6367 -0.6531  0.00
S: 1.3077 -0.4340 -1.6951  0.01
H: -1.5549 -1.8073 -1.7323  0.00
H: -1.3267 -0.3172 -0.8720  0.00
H: -1.6103 -1.6785 0.1153  0.00
H: 0.6535 -1.5502 0.3828  0.00
H: 0.5240 -2.6149 -1.1053  0.00
H: 2.4469 -1.1386 -1.7235  0.00

***

Computed, not measured: a 2-piece molecular cluster, C3H10SSi overall, with ωB97M-V with the def2-TZVPD basis set.

Properties
- HOMO level: -9.0 eV
- Net charge: 0
- Spin multiplicity: 1
- Lowest unoccupied orbital energy: 0.714 eV

Last column: natural (NBO) charge in e.
Atoms and positions in Å:
C: -1.4318 -0.3140 1.3310  -0.65
C: -1.1753 1.2481 -0.6923  -0.66
C: -0.6002 0.2766 0.2306  -0.21
Si: 2.7253 -0.0069 -0.5271  0.77
S: 1.0620 0.8431 0.7112  -0.21
H: -0.9838 -0.0540 2.3517  0.22
H: -2.3698 0.1333 1.1739  0.21
H: -1.4897 -1.3636 1.3664  0.23
H: -1.3838 2.1306 -0.2566  0.21
H: -2.1039 0.9013 -1.2472  0.21
H: -0.4493 1.3540 -1.5502  0.23
H: -0.5997 -1.0151 -0.6688  0.13
H: 3.9478 -0.1022 0.3581  -0.13
H: 2.9494 0.7847 -1.8168  -0.16
H: 2.3114 -1.2277 -1.0412  -0.18

***

Computed, not measured: a 2-piece molecular cluster, C3H10Si2 overall, with ωB97M-V with the def2-TZVPD basis set.

Properties
- HOMO level: -9.5 eV
- Net charge: 0
- Spin multiplicity: 1
- Lowest unoccupied orbital energy: 0.634 eV

Last column: natural (NBO) charge in e.
Atoms and positions in Å:
C: 2.2138 -1.9196 -0.5195  -0.20
C: 1.1984 -3.0326 -0.6733  -0.41
C: 1.0858 -1.7931 0.1634  -0.19
Si: -1.1283 2.4700 1.3771  0.32
Si: -1.1910 1.2322 -0.6407  0.44
H: -2.7015 1.4510 -0.8727  -0.12
H: 3.0263 -1.4085 -0.9809  0.23
H: 0.4683 -3.1777 -1.4979  0.17
H: 1.3379 -3.9410 -0.2596  0.17
H: 0.5719 -1.1392 0.9618  0.23
H: -2.2145 3.5143 1.1818  -0.13
H: 0.0085 3.3724 1.0756  -0.15
H: -1.2163 2.4598 2.7531  -0.13
H: -0.2735 2.0919 -1.3843  -0.11
H: -1.1858 -0.1798 -0.6838  -0.14

***

Short version: relative energy (zero: lowest compared OMol25 entry of this formula, charge and spin) = 12.6; 41.6; 39.1; 7.5; 25.2; 20.1; 43.8; 92.6 kcal per mole, in the order given.
Short version: max |F| = 0.0182; 0.0849; 0.0469; 0.0288; 0.0799; 0.0655; 0.1255; 0.0680 Eh/bohr, in the order given.